{"formula": "C51H48FGeN4O2OsSi", "method": "wB97M-V/def2-TZVPD", "charge": 1, "energy_ha": -4898.42547, "spin_multiplicity": 5, "s_squared": 6.037, "e_lumo_ev": [-3.3, -4.8], "symbols": ["Os", "C", "O", "C", "N", "C", "C", "C", "C", "C", "C", "C", "C", "C", "C", "C", "C", "N", "C", "N", "C", "C", "O", "C", "C", "C", "C", "C", "C", "H", "H", "H", "H", "H", "H", "H", "H", "H", "H", "H", "H", "H", "H", "H", "H", "H", "H", "H", "C", "Si", "C", "C", "N", "C", "C", "C", "C", "C", "C", "F", "H", "H", "H", "H", "H", "H", "H", "H", "H", "H", "H", "H", "H", "C", "Ge", "C", "C", "C", "C", "C", "C", "C", "C", "C", "C", "C", "C", "C", "C", "C", "C", "C", "C", "H", "H", "H", "H", "H", "H", "H", "H", "H", "H", "H", "H", "H", "H", "H", "H"], "positions_angstrom": [[-0.54, -1.12, -0.39], [-1.03, 0.07, -4.61], [-0.41, -1.21, -4.52], [-0.35, -1.49, -3.21], [-0.73, -0.50, -2.39], [-0.76, 0.69, -3.23], [-1.61, 1.87, -2.87], [-2.35, 1.95, -1.69], [-2.96, 3.14, -1.34], [-2.87, 4.24, -2.17], [-2.19, 4.15, -3.37], [-1.55, 2.97, -3.71], [0.15, -2.70, -2.70], [0.66, -3.81, -3.37], [1.14, -4.88, -2.64], [1.10, -4.87, -1.24], [0.59, -3.75, -0.61], [0.12, -2.69, -1.32], [0.48, -3.51, 0.80], [0.03, -2.36, 1.24], [0.04, -2.41, 2.70], [0.45, -3.88, 2.99], [0.77, -4.43, 1.72], [1.03, -1.45, 3.31], [0.69, -0.74, 4.45], [1.63, 0.07, 5.08], [2.90, 0.18, 4.56], [3.25, -0.52, 3.42], [2.32, -1.34, 2.80], [-2.11, -0.07, -4.78], [-0.59, 0.61, -5.45], [0.28, 1.09, -3.24], [-2.44, 1.07, -1.07], [-3.50, 3.21, -0.40], [-3.33, 5.18, -1.88], [-2.13, 5.00, -4.03], [-1.00, 2.91, -4.63], [0.69, -3.80, -4.45], [1.57, -5.73, -3.15], [1.47, -5.69, -0.64], [-0.97, -2.20, 3.08], [-0.36, -4.48, 3.42], [1.33, -3.94, 3.63], [-0.31, -0.83, 4.86], [1.35, 0.61, 5.97], [3.63, 0.82, 5.04], [4.24, -0.42, 3.01], [2.59, -1.88, 1.90], [-2.92, -4.74, 0.59], [-3.42, -3.16, -0.38], [-5.29, -2.78, -0.44], [-2.88, -3.40, -2.18], [-2.53, -1.81, 0.29], [-2.91, -1.19, 1.42], [-3.84, -1.69, 2.36], [-4.18, -0.97, 3.49], [-3.64, 0.28, 3.74], [-2.70, 0.80, 2.86], [-2.35, 0.06, 1.77], [-1.35, 0.52, 0.90], [-3.34, -5.61, 0.11], [-3.24, -4.74, 1.62], [-1.84, -4.85, 0.59], [-5.84, -3.66, -0.74], [-5.48, -2.01, -1.19], [-5.71, -2.42, 0.49], [-3.69, -3.83, -2.77], [-2.04, -4.08, -2.26], [-2.61, -2.46, -2.65], [-4.28, -2.66, 2.19], [-4.89, -1.40, 4.19], [-3.94, 0.85, 4.60], [-2.21, 1.75, 3.04], [1.35, -0.30, -0.45], [1.78, 1.58, -0.35], [3.65, 1.64, 0.38], [3.98, 2.46, 1.44], [5.30, 2.53, 1.87], [6.28, 1.79, 1.23], [5.94, 0.97, 0.17], [4.63, 0.89, -0.25], [0.68, 2.55, 0.99], [0.80, 2.03, 2.28], [0.15, 2.62, 3.35], [-0.64, 3.74, 3.14], [-0.79, 4.25, 1.86], [-0.14, 3.65, 0.79], [2.03, 2.47, -2.13], [2.47, 1.73, -3.23], [2.72, 2.35, -4.44], [2.53, 3.71, -4.57], [2.10, 4.46, -3.48], [1.86, 3.83, -2.27], [2.14, -0.91, -0.89], [3.22, 3.05, 1.92], [5.55, 3.17, 2.70], [7.30, 1.85, 1.56], [6.70, 0.39, -0.34], [4.36, 0.26, -1.09], [1.41, 1.16, 2.43], [0.26, 2.20, 4.34], [-1.14, 4.21, 3.98], [-1.41, 5.11, 1.70], [-0.27, 4.06, -0.20], [2.62, 0.66, -3.13], [3.06, 1.76, -5.28], [2.73, 4.20, -5.51], [1.96, 5.52, -3.58], [1.55, 4.42, -1.42]]}

***

{"formula": "C51H48IrN8O4S", "method": "wB97M-V/def2-TZVPD", "charge": 2, "energy_ha": -3213.18234, "spin_multiplicity": 2, "s_squared": 0.806, "e_lumo_ev": [-6.8, -6.7], "de_lowest_kcal_mol": 72.62, "symbols": ["Ir", "C", "O", "C", "C", "C", "C", "C", "C", "N", "C", "N", "C", "C", "C", "C", "C", "C", "O", "C", "N", "C", "C", "C", "C", "C", "C", "O", "C", "H", "H", "H", "H", "H", "H", "H", "H", "H", "H", "H", "H", "H", "H", "H", "H", "H", "H", "H", "H", "H", "H", "C", "C", "C", "C", "N", "C", "C", "C", "C", "C", "C", "N", "H", "H", "H", "H", "H", "H", "H", "H", "C", "C", "C", "C", "C", "N", "C", "O", "N", "C", "C", "C", "C", "N", "C", "C", "C", "H", "H", "H", "H", "H", "H", "H", "H", "H", "H", "H", "H", "H", "S", "C", "C", "C", "C", "C", "C", "H", "H", "H", "H", "H"], "positions_angstrom": [[-0.09, 0.28, 0.23], [-3.44, -3.24, 3.24], [-2.27, -4.03, 3.42], [-2.21, -5.16, 2.62], [-2.41, -6.39, 3.23], [-2.37, -7.56, 2.50], [-2.14, -7.50, 1.13], [-1.92, -6.28, 0.52], [-1.93, -5.09, 1.25], [-1.74, -3.89, 0.52], [-1.04, -2.75, 0.77], [-0.42, -2.64, 1.95], [0.47, -1.70, 2.47], [0.71, -0.44, 1.94], [1.64, 0.37, 2.61], [2.29, -0.05, 3.75], [2.07, -1.32, 4.25], [1.17, -2.16, 3.62], [0.89, -3.43, 3.99], [1.91, -4.24, 4.58], [-0.92, -1.83, -0.17], [-1.55, -2.00, -1.43], [-0.77, -2.13, -2.57], [-1.35, -2.20, -3.83], [-2.73, -2.14, -3.95], [-3.53, -2.04, -2.83], [-2.96, -1.97, -1.56], [-3.66, -1.88, -0.40], [-5.08, -1.91, -0.48], [-3.36, -2.42, 3.95], [-4.34, -3.83, 3.46], [-3.51, -2.84, 2.22], [-2.61, -6.39, 4.29], [-2.55, -8.50, 2.98], [-2.13, -8.40, 0.54], [-1.72, -6.23, -0.54], [-1.99, -3.99, -0.45], [-0.63, -3.37, 2.62], [1.86, 1.35, 2.20], [2.97, 0.62, 4.27], [2.59, -1.65, 5.14], [1.39, -5.09, 5.02], [2.47, -3.71, 5.36], [2.60, -4.58, 3.81], [0.30, -2.21, -2.45], [-0.72, -2.30, -4.70], [-3.19, -2.20, -4.93], [-4.60, -2.02, -2.94], [-5.43, -1.85, 0.55], [-5.44, -2.85, -0.92], [-5.47, -1.07, -1.05], [-2.08, 1.99, -3.34], [-1.15, 1.71, -4.33], [0.02, 1.07, -3.99], [0.25, 0.71, -2.67], [-0.66, 0.98, -1.71], [-1.78, 1.60, -2.04], [1.47, 0.03, -2.22], [2.51, -0.30, -3.08], [3.62, -0.98, -2.61], [3.66, -1.32, -1.27], [2.61, -0.97, -0.46], [1.54, -0.31, -0.91], [-3.00, 2.50, -3.56], [-1.34, 1.99, -5.36], [0.75, 0.84, -4.76], [-2.48, 1.81, -1.24], [2.46, -0.02, -4.12], [4.43, -1.23, -3.27], [4.50, -1.86, -0.86], [2.62, -1.21, 0.60], [4.89, 6.73, 2.34], [3.54, 6.15, 2.59], [3.22, 5.53, 3.77], [1.99, 4.93, 3.98], [0.98, 5.04, 3.01], [-0.28, 4.45, 3.18], [-0.91, 4.10, 4.34], [-0.52, 4.29, 5.47], [-2.14, 3.50, 4.09], [-2.44, 2.60, 3.07], [-3.75, 2.15, 2.87], [-3.98, 1.20, 1.89], [-2.91, 0.69, 1.16], [-1.66, 1.13, 1.34], [-1.44, 2.07, 2.26], [1.22, 5.68, 1.83], [2.58, 6.13, 1.47], [5.21, 7.33, 3.19], [4.91, 7.34, 1.44], [5.63, 5.93, 2.23], [3.96, 5.50, 4.56], [1.80, 4.42, 4.92], [-0.86, 4.46, 2.35], [-2.78, 3.53, 4.87], [-4.57, 2.54, 3.47], [-4.98, 0.84, 1.70], [-3.05, -0.09, 0.44], [-0.41, 2.37, 2.39], [0.43, 5.87, 1.12], [2.54, 7.10, 0.97], [-0.24, 2.80, -0.75], [1.16, 3.84, -0.78], [1.33, 4.62, -1.95], [2.39, 5.52, -2.04], [3.23, 5.73, -1.00], [3.07, 5.04, 0.29], [2.03, 3.97, 0.28], [0.65, 4.48, -2.77], [2.53, 6.08, -2.96], [4.05, 6.44, -1.07], [4.03, 4.63, 0.61], [1.97, 3.31, 1.13]]}

***

{"formula": "C51H49F5N4O", "method": "wB97M-V/def2-TZVPD", "energy_ha": -2766.18582, "smiles": "Fc1ccccc1.Fc1ccccc1.Fc1ccccc1.Fc1ccccc1.Fc1ccccc1.c1ccncc1.c1ccncc1.c1ccncc1.c1ccncc1.CO", "e_lumo_ev": 0.2, "de_lowest_kcal_mol": 66.31, "symbols": ["F", "C", "C", "C", "C", "C", "C", "H", "H", "H", "H", "H", "F", "C", "C", "C", "C", "C", "C", "H", "H", "H", "H", "H", "F", "C", "C", "C", "C", "C", "C", "H", "H", "H", "H", "H", "F", "C", "C", "C", "C", "C", "C", "H", "H", "H", "H", "H", "F", "C", "C", "C", "C", "C", "C", "H", "H", "H", "H", "H", "C", "C", "C", "N", "C", "C", "H", "H", "H", "H", "H", "C", "C", "C", "N", "C", "C", "H", "H", "H", "H", "H", "C", "C", "C", "N", "C", "C", "H", "H", "H", "H", "H", "C", "C", "C", "N", "C", "C", "H", "H", "H", "H", "H", "C", "O", "H", "H", "H", "H"], "positions_angstrom": [[-2.57, 6.12, 5.84], [-1.45, 6.58, 6.39], [-0.52, 7.20, 5.60], [0.72, 7.60, 6.10], [0.96, 7.40, 7.46], [0.02, 6.84, 8.25], [-1.20, 6.43, 7.70], [-0.79, 7.53, 4.61], [1.40, 8.18, 5.49], [1.87, 7.81, 7.87], [0.24, 6.58, 9.27], [-1.89, 5.91, 8.34], [8.41, -2.10, 0.05], [7.72, -3.07, -0.55], [7.73, -4.35, 0.02], [7.16, -5.45, -0.62], [6.51, -5.30, -1.84], [6.50, -4.04, -2.45], [7.19, -2.92, -1.86], [8.16, -4.55, 0.99], [7.21, -6.39, -0.10], [6.01, -6.15, -2.29], [5.93, -3.87, -3.35], [7.28, -1.91, -2.21], [1.08, 3.00, 0.54], [0.36, 2.21, -0.28], [-1.01, 2.32, -0.34], [-1.71, 1.68, -1.33], [-1.10, 1.02, -2.37], [0.27, 0.78, -2.24], [1.01, 1.44, -1.24], [-1.38, 2.73, 0.59], [-2.77, 1.90, -1.32], [-1.67, 0.57, -3.17], [0.84, 0.23, -2.98], [2.07, 1.22, -1.18], [1.09, -9.82, -7.72], [1.24, -8.74, -6.90], [1.19, -7.48, -7.55], [1.04, -6.32, -6.76], [1.01, -6.50, -5.34], [1.20, -7.73, -4.68], [1.33, -8.86, -5.49], [1.13, -7.43, -8.63], [0.84, -5.35, -7.18], [0.97, -5.64, -4.69], [1.33, -7.77, -3.61], [1.37, -9.84, -5.05], [7.16, 5.68, 2.93], [6.91, 4.72, 3.82], [6.76, 5.12, 5.18], [6.42, 4.08, 6.04], [6.34, 2.76, 5.66], [6.49, 2.41, 4.29], [6.86, 3.42, 3.40], [6.87, 6.15, 5.51], [6.21, 4.34, 7.07], [6.24, 2.00, 6.42], [6.36, 1.42, 3.88], [6.98, 3.15, 2.36], [-10.39, 6.64, 0.52], [-9.38, 5.90, 1.11], [-9.12, 4.63, 0.64], [-9.92, 4.08, -0.32], [-10.86, 4.78, -0.86], [-11.21, 6.09, -0.47], [-10.55, 7.60, 0.99], [-8.77, 6.25, 1.93], [-8.35, 4.01, 1.07], [-11.37, 4.22, -1.64], [-11.94, 6.70, -0.98], [2.05, -3.49, 3.42], [2.11, -4.86, 3.38], [1.61, -5.57, 4.48], [1.25, -4.93, 5.62], [1.31, -3.58, 5.66], [1.61, -2.82, 4.56], [2.32, -2.87, 2.58], [2.48, -5.37, 2.51], [1.47, -6.64, 4.54], [0.95, -3.17, 6.59], [1.43, -1.76, 4.69], [3.15, 3.44, -9.36], [3.65, 3.44, -8.06], [3.91, 2.27, -7.33], [3.59, 1.02, -7.92], [2.91, 0.98, -9.12], [2.71, 2.14, -9.84], [2.85, 4.32, -9.91], [3.97, 4.38, -7.62], [4.46, 2.26, -6.40], [2.51, 0.00, -9.31], [2.07, 2.08, -10.70], [-5.67, -4.44, 3.94], [-6.97, -4.04, 3.58], [-7.20, -3.25, 2.46], [-6.15, -2.80, 1.69], [-4.93, -3.18, 2.04], [-4.67, -4.07, 3.11], [-5.45, -4.98, 4.85], [-7.75, -4.35, 4.26], [-8.13, -2.79, 2.16], [-4.12, -2.81, 1.43], [-3.70, -4.53, 3.27], [-8.58, -1.16, -4.15], [-7.30, -1.64, -3.87], [-8.67, -0.86, -5.20], [-9.18, -2.07, -4.09], [-8.84, -0.48, -3.34], [-7.10, -1.68, -2.93]]}